# 1
96
Properties=species:S:1:pos:R:3:lowdin_charge:R:1 method="wB97M-V/def2-TZVPD" max_force_ev_per_a=5.401 orbital_gap_ev=1.8 de_lowest_kcal_mol=343.0 e_tot_ev=-105575.746 total_charge=-1 homo_ev=-6.064
Al 0.10719 -2.18101 0.77734 0.97
B -1.10524 -6.57890 -1.01962 -0.24
H -1.23301 -5.65126 -1.55572 -0.05
H -1.29378 -7.45237 -1.62440 -0.04
H -0.19433 -6.57386 -0.44130 -0.06
H -1.95227 -6.58142 -0.35120 0.00
B -0.60224 -5.76628 4.88117 -0.28
H -1.19653 -5.65778 3.98715 -0.07
H 0.41493 -5.97924 4.59093 -0.03
H -0.61485 -4.91207 5.54027 -0.08
H -0.87434 -6.66185 5.41798 -0.05
B -4.44525 -1.15490 -0.71742 -0.31
H -5.38729 -0.80172 -1.10736 -0.08
H -3.59877 -0.98823 -1.36545 -0.08
H -4.25226 -0.68064 0.23236 -0.05
H -4.41219 -2.19116 -0.41859 -0.04
B 4.66437 -4.33881 -0.25458 -0.28
H 3.75637 -4.54236 -0.80079 -0.07
H 5.49579 -4.50252 -0.92254 -0.07
H 4.67005 -3.37006 0.22052 -0.05
H 4.77060 -4.96247 0.61949 -0.03
C 6.86706 2.70786 -4.03401 -0.22
C 5.75993 3.62569 -3.47551 -0.25
C 5.86876 3.71309 -1.94540 -0.22
S 6.03172 1.93825 -1.50469 0.75
O 4.70289 1.42494 -1.12561 -0.35
O 7.10364 1.86107 -0.47076 -0.37
C 6.57559 1.41937 -3.27869 -0.19
H 7.75299 3.24980 -3.70303 0.11
H 6.93001 2.69462 -5.12211 0.12
H 4.74951 3.26727 -3.67225 0.12
H 5.82792 4.62775 -3.89900 0.11
H 4.96573 4.10339 -1.47604 0.10
H 6.72272 4.18928 -1.46364 0.10
H 5.77279 0.97917 -3.87016 0.10
H 7.35345 0.65591 -3.29123 0.10
C 0.85101 6.11104 6.39641 -0.26
C 0.94576 4.92090 7.20785 -0.26
C -0.12638 3.93476 6.67019 -0.16
S 0.09993 4.11082 4.73061 0.74
O -1.25103 4.44317 4.22852 -0.37
O 0.84725 2.96179 4.26355 -0.34
C 1.10963 5.68239 4.94551 -0.20
H 1.70730 6.75764 6.58819 0.12
H 0.00391 6.79254 6.47421 0.13
H 0.74872 5.15328 8.25442 0.11
H 1.93783 4.47359 7.26972 0.13
H -1.14128 4.27104 6.88229 0.09
H -0.11371 2.85698 6.83242 0.09
H 0.82867 6.28701 4.08319 0.10
H 2.10563 5.34389 4.66002 0.10
C 1.02396 -5.13188 -7.31497 -0.18
C 2.50215 -5.24385 -6.68889 -0.19
C 3.00292 -3.80437 -6.52874 -0.26
S 1.64544 -2.65219 -6.29499 0.70
O 2.05617 -1.39629 -6.98743 -0.38
O 1.26651 -2.56920 -4.89975 -0.31
C 0.53880 -3.64634 -7.43258 -0.19
H 0.40613 -5.65596 -6.58577 0.10
H 1.08849 -5.73567 -8.22017 0.10
H 3.11174 -5.93381 -7.27237 0.10
H 2.38507 -5.65721 -5.68713 0.11
H 3.40183 -3.53876 -7.50773 0.10
H 3.72639 -3.60302 -5.73871 0.11
H 0.77696 -3.20397 -8.39990 0.09
H -0.44058 -3.35642 -7.05197 0.09
C -2.05025 5.33876 -5.16484 -0.22
C -3.09728 5.81220 -4.06951 -0.22
C -3.07442 4.79561 -2.96873 -0.22
S -1.25253 4.47038 -2.78795 0.71
O -0.96236 3.03627 -2.49356 -0.35
O -0.72626 5.45388 -1.87912 -0.34
C -0.76689 4.96668 -4.50656 -0.22
H -1.97155 5.99461 -6.03190 0.11
H -2.34049 4.40115 -5.63891 0.11
H -4.14292 5.85500 -4.37431 0.11
H -2.85357 6.78541 -3.64341 0.11
H -3.46247 3.91317 -3.47748 0.10
H -3.51567 4.84424 -1.97322 0.12
H -0.50085 4.04933 -5.03172 0.10
H 0.04533 5.68245 -4.37974 0.10
C -6.36969 -2.99716 7.70695 -0.23
C -7.24160 -2.96237 6.42975 -0.21
C -6.27300 -2.80139 5.21660 -0.22
S -5.18077 -1.45209 5.76090 0.72
O -5.99345 -0.25878 5.96919 -0.36
O -3.88850 -1.51893 5.08152 -0.34
C -5.06508 -2.16391 7.56343 -0.17
H -6.01972 -4.00248 7.94138 0.10
H -6.83886 -2.74418 8.65773 0.10
H -7.92753 -2.12206 6.53687 0.11
H -7.81811 -3.87031 6.25264 0.11
H -6.78942 -2.62329 4.27335 0.11
H -5.57427 -3.62555 5.07296 0.10
H -4.89346 -1.33431 8.24931 0.09
H -4.20096 -2.82250 7.47596 0.09

# 2
101
Properties=species:S:1:pos:R:3:mulliken_spin:R:1 method="wB97M-V/def2-TZVPD" max_force_ev_per_a=0.316 orbital_gap_ev="7.4 / 6.1" multiplicity=2 de_lowest_kcal_mol=0.0 e_tot_ev=-110933.306 s2=0.753 homo_ev="-7.520 / -7.450"
Cu -0.08091 -0.31389 0.07680 0.70
C -4.78044 0.91825 -5.58540 0.00
C -3.69620 0.13119 -4.90125 0.00
C -3.92538 -1.16185 -4.44382 0.00
C -2.92362 -1.88621 -3.81317 0.00
C -1.67868 -1.30629 -3.62179 0.00
C -1.42470 -0.02154 -4.08436 0.00
C -2.42984 0.68495 -4.72099 0.00
S -0.42627 -2.17335 -2.71720 0.00
O 0.83064 -1.59618 -3.09242 0.00
O -0.65791 -3.57952 -2.91214 0.00
N -0.69920 -1.75260 -1.18337 0.07
C -1.62397 -2.36871 -0.35967 0.04
C -2.45474 -3.46817 -0.62819 0.00
C -3.24687 -3.94550 0.39225 0.00
C -3.21743 -3.35136 1.65314 0.00
C -2.39631 -2.25955 1.81840 0.00
N -1.64050 -1.76584 0.83821 -0.02
H -5.69236 0.33138 -5.68570 0.00
H -4.46713 1.23118 -6.58252 0.00
H -5.01968 1.82120 -5.02060 0.00
H -4.89817 -1.61515 -4.59361 0.00
H -3.10197 -2.90034 -3.48438 0.00
H -0.44274 0.41086 -3.94615 0.00
H -2.22964 1.68625 -5.08571 0.00
H -2.41858 -3.95740 -1.58669 0.00
H -3.88136 -4.80460 0.21170 0.00
H -3.81135 -3.72542 2.47425 0.00
H -2.33066 -1.74799 2.77201 0.00
C -3.67623 0.59321 1.36223 0.00
C -3.36192 1.50385 0.17982 0.00
C -2.77250 0.81907 -1.04225 -0.03
C -2.53906 2.68757 0.63987 -0.01
C -3.24564 3.88166 0.71642 0.00
C -2.66969 5.04910 1.17215 0.00
C -1.33694 5.02534 1.50551 0.00
C -0.55955 3.86675 1.42806 0.01
C 0.91469 4.16358 1.73706 0.00
C 1.24419 4.13177 3.23428 0.00
C 1.96941 3.43931 0.91980 0.00
C -1.18387 2.65178 1.04675 0.02
N -0.42865 1.40456 1.15729 0.07
C 0.07099 1.21379 2.34682 -0.01
C 1.19167 0.42356 2.74653 0.00
C 1.58147 0.62669 4.09849 0.00
C 2.82797 0.32868 4.56251 0.00
C 3.77854 -0.14646 3.63346 0.00
C 3.43687 -0.42211 2.34420 0.01
C 2.09840 -0.26294 1.86351 -0.01
N 1.73254 -0.70586 0.66042 0.15
C 2.62435 -1.50761 -0.14573 -0.01
C 2.81394 -2.88703 0.12777 0.01
C 3.60281 -3.62784 -0.75191 -0.01
C 4.20381 -3.07388 -1.86194 0.01
C 4.04604 -1.72592 -2.09121 -0.01
C 3.27789 -0.92432 -1.25307 0.02
C 3.31985 0.55916 -1.59555 0.00
C 1.97827 1.22622 -1.89754 -0.01
C 4.17536 1.32968 -0.59192 0.00
C 2.24407 -3.73274 1.27306 0.00
C 2.75136 -3.44566 2.68692 0.00
C 0.72818 -3.80394 1.28398 0.00
H -4.21415 -0.30250 1.04573 0.00
H -4.29033 1.13020 2.08788 0.00
H -2.76315 0.28419 1.86095 0.00
H -4.31528 1.92045 -0.15534 0.00
H -1.76984 0.44461 -0.84655 -0.02
H -2.69268 1.51469 -1.87754 0.00
H -3.37072 -0.03879 -1.35626 0.00
H -4.28793 3.87706 0.42113 0.00
H -3.24411 5.96386 1.23894 0.00
H -0.84926 5.94230 1.81582 0.00
H 1.00706 5.21210 1.44224 0.00
H 1.39418 3.11418 3.59573 0.00
H 0.45581 4.59918 3.82669 0.00
H 2.17311 4.67507 3.41881 0.00
H 2.13990 2.42446 1.26174 0.00
H 2.91917 3.97066 1.00884 0.00
H 1.70187 3.41101 -0.13448 0.00
H -0.32471 1.84363 3.14552 0.00
H 0.86001 1.09129 4.76230 0.00
H 3.09831 0.51237 5.59254 0.00
H 4.80155 -0.31010 3.95139 0.00
H 4.17031 -0.82014 1.65573 0.00
H 3.73416 -4.68538 -0.55676 0.00
H 4.78912 -3.68684 -2.53486 0.00
H 4.52491 -1.26911 -2.94886 0.00
H 3.87035 0.59743 -2.53952 0.00
H 1.39243 1.39159 -0.99661 0.00
H 1.40520 0.61311 -2.59112 0.00
H 2.14314 2.20852 -2.34815 0.00
H 3.74300 1.32956 0.40565 0.00
H 4.29613 2.36761 -0.91060 0.00
H 5.16769 0.87956 -0.52212 0.00
H 2.60299 -4.73809 1.04159 0.00
H 2.25459 -2.58905 3.13786 0.00
H 3.82814 -3.27296 2.71360 0.00
H 2.53359 -4.31326 3.31471 0.00
H 0.31793 -2.85155 1.60438 0.00
H 0.39175 -4.56904 1.98846 0.00
H 0.33313 -4.04473 0.29710 0.00

# 3
6
Properties=species:S:1:pos:R:3:lowdin_charge:R:1 method="wB97M-V/def2-TZVPD" max_force_ev_per_a=7.330 orbital_gap_ev="8.4 / 8.3" de_lowest_kcal_mol=205.1 e_tot_ev=-4167.539 homo_ev="-10.976 / -10.863"
C 1.98241 0.01562 0.18198 -0.14
C 2.93723 -0.51492 -0.22095 0.01
C -0.38135 0.76459 0.59481 0.15
C -1.30293 0.19360 -0.09569 -0.09
H -0.92015 -0.71871 -0.30793 0.03
H -2.31521 0.25981 -0.15222 0.04

# 4
9
Properties=species:S:1:pos:R:3:lowdin_charge:R:1 method="wB97M-V/def2-TZVPD" max_force_ev_per_a=3.036 orbital_gap_ev="6.7 / 6.7" de_lowest_kcal_mol=102.8 e_tot_ev=-17527.484 homo_ev="-8.538 / -8.538"
C 0.13825 -0.65334 -0.09185 -0.32
C -0.12259 0.62898 0.27504 -0.01
C -1.35803 1.32022 0.26524 -0.33
N 1.41298 -1.00749 -0.11121 -0.46
O -1.71867 2.36809 -0.21613 0.06
S 2.43844 0.38427 0.03883 0.63
H -0.64858 -1.44103 -0.32160 0.15
H -1.91682 0.36158 0.49726 0.15
H 1.77503 -1.96128 -0.33558 0.12